(1)
Computed, not measured: a molecular structure, C27H30F5N5O5SSeTeW at a distorted geometry, with ωB97M-V/def2-TZVPD.

Geometry as ORCA input:
```
! RIJCOSX wB97M-V def2-TZVPD def2/J DEFGRID3
* xyz -2 1
W -0.617 -0.176 1.000
C 2.413 2.729 3.126
C 1.372 1.914 3.896
C -0.088 2.213 3.556
N -0.577 1.937 2.199
C -1.386 2.791 1.678
C -1.981 3.924 2.346
C -2.385 5.116 1.816
C -2.331 5.566 0.483
C -2.169 4.754 -0.615
C -2.132 3.359 -0.677
C -1.926 2.427 0.342
N -2.171 1.125 0.257
C -3.338 0.669 -0.506
C -3.075 -0.572 -1.341
C -1.787 -0.406 -2.109
N -0.616 -0.186 -1.246
C 0.519 0.040 -1.840
C 0.694 -0.049 -3.259
C 1.822 0.023 -4.021
C 3.169 0.184 -3.646
C 3.620 0.417 -2.380
C 2.892 0.639 -1.199
C 1.538 0.563 -0.935
N 0.997 1.067 0.214
C 1.734 2.248 0.702
C 2.798 2.076 1.798
H 2.052 3.752 2.955
H 3.313 2.808 3.744
H 1.601 0.864 3.765
H 1.457 2.129 4.966
H -0.723 1.648 4.246
H -0.229 3.278 3.757
H -2.100 3.813 3.416
H -2.748 5.840 2.541
H -2.496 6.623 0.310
H -2.165 5.253 -1.580
H -2.247 2.924 -1.663
H -4.129 0.452 0.222
H -3.678 1.490 -1.141
H -3.005 -1.445 -0.705
H -3.899 -0.737 -2.039
H -1.616 -1.289 -2.730
H -1.874 0.481 -2.756
H -0.206 -0.255 -3.814
H 1.651 -0.116 -5.084
H 3.907 0.121 -4.437
H 4.697 0.498 -2.264
H 3.499 0.902 -0.343
H 2.207 2.694 -0.176
H 0.997 2.967 1.044
H 2.974 1.015 1.973
H 3.737 2.514 1.442
O 2.745 -0.991 2.535
S 1.438 -1.574 2.364
O 1.241 -2.797 3.074
O 1.037 -1.556 0.896
O 0.331 -0.524 2.785
Se -0.121 -3.280 -1.814
C 0.460 -4.923 -2.500
C 0.814 -5.991 -1.653
C 1.242 -7.191 -2.184
N 1.361 -7.458 -3.492
C 1.023 -6.447 -4.299
C 0.586 -5.208 -3.874
H 0.730 -5.862 -0.581
H 1.513 -8.004 -1.514
H 1.110 -6.648 -5.366
H 0.337 -4.439 -4.596
F -1.988 -0.072 2.399
Te -1.679 -2.980 2.473
F -1.894 -4.477 3.658
F -0.419 -4.093 1.551
F -2.736 -4.068 1.344
F -3.539 -2.432 2.849
O -1.559 -1.605 0.656
*
```

## Properties
gap between HOMO and LUMO = 4.93 eV
energy above the lowest of the compared OMol25 structures with the same formula, charge and spin = 51.87 kcal/mol
molar mass = 1022.0 g/mol
DFT total energy = -5331.0512 a.u.
largest force on an atom = 0.0590 Eh/bohr

(2)
Computed, not measured: a molecular structure, C27H30MnN5O4P at a distorted geometry, with ωB97M-V/def2-TZVPD.

Geometry as ORCA input:
```
! RIJCOSX wB97M-V def2-TZVPD def2/J DEFGRID3
* xyz 3 5
Mn 0.014 -0.254 -0.012
C -4.171 -0.484 2.248
O -3.416 -1.664 1.825
C -2.305 -1.515 1.197
O -1.785 -0.406 0.915
N -1.713 -2.672 0.861
N -0.473 -2.626 0.210
H -5.075 -0.880 2.692
H -4.403 0.130 1.383
H -3.598 0.070 2.986
H -2.143 -3.556 1.101
H -0.553 -3.108 -0.683
H 0.213 -3.132 0.767
N 1.829 -0.054 -1.234
C 1.719 -0.174 -2.697
C 2.830 -0.397 -3.479
C 2.670 -0.496 -4.861
C 1.415 -0.368 -5.442
C 0.298 -0.147 -4.649
C 0.457 -0.043 -3.268
P -0.867 0.327 -2.133
C -2.423 0.061 -2.930
C -3.296 1.134 -3.151
C -4.431 0.922 -3.913
C -4.709 -0.344 -4.420
C -3.852 -1.417 -4.177
C -2.710 -1.223 -3.427
C -0.670 2.016 -1.576
C -1.344 2.420 -0.409
C -1.248 3.737 0.017
C -0.490 4.644 -0.713
C 0.183 4.242 -1.866
C 0.109 2.930 -2.299
H 2.559 -0.693 -0.926
H 2.180 0.880 -1.006
H 3.815 -0.500 -3.036
H 3.537 -0.677 -5.482
H 1.305 -0.441 -6.515
H -0.682 -0.049 -5.101
H -3.078 2.119 -2.759
H -5.101 1.747 -4.117
H -5.603 -0.498 -5.010
H -4.080 -2.396 -4.577
H -2.031 -2.050 -3.250
H -1.992 1.732 0.122
H -1.782 4.063 0.900
H -0.430 5.677 -0.393
H 0.758 4.961 -2.436
H 0.625 2.626 -3.201
O -3.116 2.063 5.682
C -1.864 1.847 6.294
N -1.021 1.456 5.169
C 0.218 0.979 5.351
O 0.745 0.846 6.433
C 0.973 0.528 4.111
C 2.276 0.078 4.289
C 2.983 -0.409 3.199
C 2.361 -0.449 1.971
N 1.100 -0.012 1.779
C 0.434 0.476 2.847
H -3.748 2.385 6.338
H -1.872 1.043 7.028
H -1.466 2.741 6.775
H -1.407 1.662 4.266
H 2.700 0.112 5.286
H 3.999 -0.766 3.301
H 2.887 -0.860 1.119
H -0.571 0.822 2.648
*
```

## Properties
gap between HOMO and LUMO (alpha / beta) = 4.93 / 7.25 eV
⟨S²⟩ = 6.439
molar mass = 574.5 g/mol
DFT total energy = -3113.0974 a.u.
largest force on an atom = 0.0282 Eh/bohr